Entry 1:
The following is a quantum chemistry calculation of C4H9N3O2 as an isolated structure in a non-equilibrium geometry, from the Open Molecules 2025 dataset.

As for the highest occupied orbital energy: -8.49 eV. The value obtained for the energy above the lowest of the compared OMol25 structures with the same formula, charge and spin is 3.872 eV. For the total energy, the calculation gives -12856.0551 eV. For the largest force on an atom, the calculation gives 4.84 eV/A. Its orbital gap is 8.97 eV.

```
! RIJCOSX wB97M-V def2-TZVPD def2/J DEFGRID3
* xyz 0 1
C -0.37 0.26 1.88
C 1.81 0.17 -1.49
N -1.61 0.72 -0.27
C -0.90 1.44 0.69
C 0.39 -0.13 -1.09
N -0.05 -1.41 -1.21
O -1.06 -0.99 1.80
N -0.42 0.93 -1.04
O -0.82 2.62 0.98
H -1.22 -1.30 2.70
H -1.76 -0.25 0.01
H 0.60 -2.11 -1.56
H -1.05 -1.56 -1.26
H 0.71 0.10 1.92
H -0.69 0.78 2.78
H 1.86 0.22 -2.58
H 2.47 -0.63 -1.17
H 2.12 1.13 -1.08
*
```


Entry 2:
The following is a quantum chemistry calculation of one molecule with the formula C8H10 in a non-equilibrium geometry, from the Open Molecules 2025 dataset.

As for the highest occupied orbital energy: -8.25 eV. The value obtained for the energy above the lowest of the compared OMol25 structures with the same formula, charge and spin is 4.620 eV. As for the SMILES: CC1=CCCC12C=C2. For the total energy, the calculation gives -8453.6492 eV. For the largest force on an atom, the calculation gives 6.80 eV/A. Its orbital gap is 9.41 eV.

```
! RIJCOSX wB97M-V def2-TZVPD def2/J DEFGRID3
* xyz 0 1
C 1.85 -0.78 -0.61
C 0.92 -1.55 -1.10
C -1.04 1.91 -0.72
C -1.01 0.90 0.74
C 0.44 -0.28 -0.45
C -0.25 -0.26 0.90
C -0.05 0.91 -1.40
C -0.12 -1.25 1.98
H 2.88 -0.59 -0.43
H 0.64 -2.44 -1.60
H -2.04 1.92 -1.10
H -1.66 1.28 1.52
H -0.63 2.88 -0.47
H -0.52 0.44 -2.26
H 0.84 1.43 -1.75
H -0.97 -1.94 1.97
H -0.08 -0.77 2.95
H 0.79 -1.82 1.81
*
```


Entry 3:
The following is a quantum chemistry calculation of C22H37O2PbSi as an isolated structure in a non-equilibrium geometry, from the Open Molecules 2025 dataset.

As for the highest occupied orbital energy (alpha / beta): -1.84 / -1.18 eV. The value obtained for the energy above the lowest of the compared OMol25 structures with the same formula, charge and spin is 4.650 eV. For the total energy, the calculation gives -40627.0567 eV. For the largest force on an atom, the calculation gives 3.64 eV/A. Its orbital gap (alpha / beta) is 4.18 / 2.69 eV.

```
! RIJCOSX wB97M-V def2-TZVPD def2/J DEFGRID3
* xyz -1 1
O -0.55 2.74 -0.95
C -0.11 2.96 -2.38
C -0.53 4.38 -2.46
H -0.68 2.38 -3.12
H 0.97 2.80 -2.46
C -0.85 4.18 -1.00
H -1.40 4.52 -3.09
H 0.27 5.12 -2.63
C -2.30 4.52 -0.68
H -2.99 3.85 -1.21
H -2.47 5.54 -1.06
H -2.49 4.50 0.40
C 0.11 5.05 -0.23
H 1.15 4.81 -0.48
H -0.04 5.04 0.86
H -0.07 6.08 -0.60
Pb -0.23 1.51 1.15
C 1.84 -1.63 3.42
C 2.54 -2.43 2.47
C 2.95 -1.57 1.41
H 2.76 -3.49 2.55
C 2.53 -0.25 1.71
C 1.89 -0.29 2.98
H 1.58 0.57 3.59
H 1.39 -2.02 4.34
H 3.51 -1.88 0.53
H 2.73 0.60 1.07
C -1.37 -1.77 3.98
C -1.11 -0.41 4.30
C -1.88 0.41 3.43
H -0.42 -0.07 5.08
C -2.58 -0.45 2.54
C -2.33 -1.78 2.92
H -2.85 -2.67 2.56
H -1.01 -2.67 4.50
H -2.05 1.49 3.57
H -3.19 -0.16 1.70
O -0.13 0.17 -4.49
C -0.36 -0.15 -3.06
C 0.95 -0.03 -2.30
H -0.69 -1.20 -3.00
H -1.16 0.47 -2.61
C 2.00 -0.31 -3.39
H 0.97 -0.75 -1.50
H 1.12 0.93 -1.81
C 1.23 -0.24 -4.75
H 2.36 -1.33 -3.22
H 2.90 0.36 -3.36
H 1.27 -1.30 -5.10
H 1.73 0.39 -5.50
C -1.95 -2.96 -0.23
Si -0.32 -3.18 0.57
C -0.29 -4.28 2.11
C 1.14 -3.39 -0.58
H -2.75 -2.67 0.47
H -2.21 -3.94 -0.67
H -1.92 -2.21 -1.04
H -0.08 -5.32 1.79
H 0.49 -3.95 2.81
H -1.27 -4.24 2.62
H 0.90 -4.29 -1.18
H 1.28 -2.52 -1.27
H 2.10 -3.56 -0.04
*
```


Entry 4:
The following is a quantum chemistry calculation of one molecule with the formula C12H10BrNO in a non-equilibrium geometry, from the Open Molecules 2025 dataset.

As for the highest occupied orbital energy (alpha / beta): -8.30 / -8.30 eV. The value obtained for the energy above the lowest of the compared OMol25 structures with the same formula, charge and spin is 0.000 eV. As for the SMILES: O=C1C=CC=C[C@@H]1[C@H]1C=CC=C/C1=N\Br. For the total energy, the calculation gives -86181.5074 eV. For the largest force on an atom, the calculation gives 7.03 eV/A. Its orbital gap (alpha / beta) is 7.72 / 7.72 eV.

```
! RIJCOSX wB97M-V def2-TZVPD def2/J DEFGRID3
* xyz 0 1
C -0.35 -2.13 -2.15
C 0.56 1.38 2.51
C 0.14 -2.20 -0.90
C -0.28 -0.96 -2.96
C 1.06 0.28 1.95
C -0.70 1.78 2.34
C 0.77 -0.92 -0.26
C 0.12 0.18 -2.38
C 0.27 -0.60 1.19
C -1.48 1.20 1.46
C 0.58 0.33 -1.09
C -1.19 -0.08 0.84
N 0.91 1.44 -0.48
O -1.93 -0.65 0.06
Br 0.73 3.12 -1.29
H -0.82 -3.05 -2.56
H 1.26 2.13 3.08
H 0.21 -3.14 -0.46
H -0.75 -1.09 -3.98
H 2.07 0.09 2.08
H -0.93 2.79 2.89
H 1.91 -1.11 -0.21
H 0.13 1.11 -2.78
H 0.18 -1.64 1.78
H -2.47 1.72 1.30
*
```